252
Properties=species:S:1:pos:R:3:forces:R:3 method="wB97M-V/def2-TZVPD" homo_lumo_gap_ev=8.106 e_lumo_ev=0.54 max_force_ev_per_a=3.99 de_lowest_kj_mol=368.2 multiplicity=1 smiles=CC1(C)CCCC(C)(C)N1O.COC[C@H](C)N.COC[C@H](C)N.COC[C@H](C)N.COC[C@H](C)N.COC[C@H](C)N.COC[C@H](C)N.COCCNCCOC.COCCNCCOC.COCCNCCOC.COCCNCCOC.COCCNCCOC charge=0
C 0.3466 -1.6785 -0.9480 -0.26 0.62 -0.42
C 1.1143 -0.3074 -0.9239 -0.63 -0.21 0.04
C 2.4959 -0.6301 -0.5250 2.40 -1.16 0.20
C 1.2198 0.4128 -2.3229 -2.63 -1.21 1.19
C -0.1168 1.0864 -2.5927 0.00 1.42 0.47
C -0.5426 2.0843 -1.4638 0.25 -0.86 -1.33
C -0.5945 1.4835 -0.0509 0.19 -1.33 0.20
C -0.4915 2.5483 1.0539 -1.52 0.28 0.57
C -1.9430 0.6649 0.2167 0.15 1.84 -0.07
N 0.5795 0.6306 0.0893 0.51 1.24 -1.49
O 0.7563 0.2514 1.4183 0.02 -0.63 0.10
H -0.6219 -1.6684 -1.4480 -0.07 0.35 -0.21
H 0.9449 -2.4244 -1.4713 0.03 -0.08 0.08
H 0.1265 -2.0183 0.0640 0.34 0.05 0.15
H 2.6657 -1.0266 0.4761 -0.45 0.19 0.21
H 2.8455 -1.4439 -1.1603 0.05 -0.13 -0.24
H 3.2486 0.1411 -0.6885 -0.33 0.40 0.09
H 2.0170 1.1491 -2.4250 0.02 -0.24 0.41
H 1.2443 -0.2840 -3.1608 0.88 -0.49 0.30
H 0.1692 1.6414 -3.4862 -0.83 0.48 -0.18
H -1.0095 0.5126 -2.8413 0.51 -0.86 -0.04
H -1.5392 2.4046 -1.7676 0.00 0.65 0.34
H 0.2084 2.8563 -1.6313 -0.23 0.58 0.88
H 0.4222 3.0928 1.2919 0.27 -0.04 -0.91
H -0.7834 2.1780 2.0366 0.06 -0.72 0.02
H -1.3258 3.2282 0.8814 0.19 0.63 -0.30
H -1.8588 0.0905 1.1393 0.21 -0.50 -0.35
H -2.4071 0.1843 -0.6446 0.68 -0.69 -0.05
H -2.7207 1.3948 0.4413 -0.11 0.42 0.21
H 1.5001 0.8092 1.6575 0.34 -0.17 0.42
C -0.2671 4.8184 4.0118 -0.54 -1.22 -0.19
O 0.5883 5.3132 3.0274 -0.53 1.98 -0.92
C -0.0265 6.3242 2.1287 0.75 -0.59 0.73
C 0.1181 7.8000 2.6216 -0.02 0.65 -0.92
C -0.4269 8.0392 4.0133 0.84 -0.92 0.91
N -0.5845 8.7239 1.6877 -0.64 -0.80 -0.43
H -0.3534 5.3555 4.9563 0.13 0.51 -0.14
H 0.0699 3.8116 4.2586 0.21 -0.09 0.10
H -1.2438 4.6767 3.5492 -0.46 0.09 0.32
H 0.4498 6.0578 1.1852 0.39 0.87 -0.06
H -1.0762 6.1329 1.9060 -0.43 -0.35 0.62
H 1.1764 8.0439 2.5286 0.07 0.08 0.36
H 0.3477 7.7578 4.7267 -0.13 -0.30 0.31
H -1.2972 7.4074 4.1906 -0.16 0.16 0.08
H -0.6564 9.0713 4.2783 -0.07 0.08 -0.53
H -0.7648 9.6247 2.1075 1.16 0.54 0.35
H -1.5556 8.4543 1.7533 -0.59 -0.82 -0.63
C -2.1644 5.8749 -0.8238 -1.30 -1.59 0.20
O -2.8855 5.3576 -1.9573 1.22 0.37 -0.68
C -2.6843 6.1585 -3.1364 -0.74 1.26 0.56
C -3.3767 7.5782 -2.9640 0.56 -1.75 0.29
C -4.8341 7.4249 -2.5214 1.21 0.03 0.71
N -3.3578 8.3140 -4.1977 -0.08 0.90 -0.68
H -2.2628 5.1063 -0.0571 -0.67 -0.03 0.22
H -2.7118 6.7617 -0.5044 0.89 0.35 0.29
H -1.0755 5.8506 -0.8655 0.11 1.04 -0.92
H -1.6295 6.3481 -3.3354 0.31 -0.14 0.19
H -3.0635 5.6435 -4.0191 -0.39 -0.16 0.24
H -2.7725 8.0500 -2.1891 -0.15 0.40 0.24
H -5.3342 8.3856 -2.6441 -0.41 -0.27 -0.41
H -4.8289 7.2615 -1.4437 -0.24 -0.39 0.01
H -5.2508 6.5573 -3.0331 -0.51 0.40 0.00
H -3.9641 9.1069 -4.0434 -0.57 0.05 -0.28
H -2.4974 8.8133 -4.3722 0.67 -0.50 -0.01
C -5.4169 1.1104 -3.5113 -0.35 -0.56 -0.03
O -4.4078 0.8793 -4.4768 1.44 0.40 -0.18
C -3.3040 1.8146 -4.2975 -1.49 2.41 -0.31
C -2.2970 1.8872 -5.4315 2.54 -0.54 1.41
C -1.3411 3.1459 -5.4188 -0.54 -1.30 2.54
N -2.8913 1.8157 -6.6884 -1.93 0.21 -1.02
H -6.3623 0.6150 -3.7324 0.07 0.01 -1.06
H -5.6139 2.1809 -3.4536 0.08 -0.01 0.62
H -5.1988 0.5637 -2.5939 0.59 0.76 0.60
H -3.7038 2.8269 -4.3571 -0.92 0.36 0.38
H -2.8340 1.8193 -3.3141 0.10 -0.80 0.03
H -1.8222 0.9276 -5.2268 1.56 -0.04 -0.18
H -1.9120 4.0722 -5.4825 0.02 -0.11 -0.97
H -0.4288 3.0360 -6.0050 -0.54 0.13 -0.62
H -0.9476 3.2352 -4.4063 0.21 -0.09 0.37
H -2.2728 1.3738 -7.3535 -0.36 -0.24 -0.08
H -3.6992 1.2677 -6.4292 -0.56 -0.58 -1.54
C 9.2568 -4.2766 3.1733 -1.18 0.26 -0.06
O 7.9936 -3.5763 2.7815 2.32 -0.85 0.69
C 8.1011 -2.1493 2.8497 0.76 -1.02 -0.55
C 6.7364 -1.5995 2.7726 -1.10 1.34 0.54
C 5.8506 -1.7925 1.5624 -0.85 -1.71 0.54
N 6.8089 -0.1608 3.0003 1.21 0.49 0.35
H 9.8054 -3.7548 3.9574 -0.33 0.26 0.15
H 9.9934 -4.4942 2.3999 -0.34 0.64 -0.76
H 9.0108 -5.2762 3.5315 -0.50 0.20 0.20
H 8.4355 -1.7906 3.8232 0.66 -0.22 0.03
H 8.7596 -1.8044 2.0524 0.26 0.23 -0.13
H 6.3872 -1.9633 3.7389 -1.27 -0.51 -0.35
H 5.4907 -2.8180 1.4800 0.31 -0.38 -0.18
H 6.2842 -1.5205 0.6001 0.10 0.36 0.20
H 4.9241 -1.2625 1.7834 0.09 0.47 -0.45
H 5.8931 0.2462 3.1260 0.04 -0.10 -0.20
H 7.2204 0.2281 2.1639 -0.24 0.52 -0.01
C 4.7554 0.0784 7.0707 1.21 0.21 2.59
O 4.5576 0.4313 5.7883 1.33 -2.96 -1.93
C 3.8489 1.5193 5.5072 -1.74 2.71 -2.35
C 3.9708 1.7689 3.9088 -2.38 1.32 1.42
C 3.1416 3.0287 3.4173 0.96 -1.89 1.44
N 3.3912 0.5610 3.2894 1.88 0.77 -0.45
H 3.9215 -0.2367 7.6980 -0.88 0.41 -0.34
H 5.2432 0.9471 7.5129 0.02 0.04 0.91
H 5.4382 -0.7581 7.2198 0.28 -0.01 -0.83
H 2.7895 1.3550 5.7044 -0.46 0.06 0.01
H 4.1051 2.3987 6.0980 0.57 0.29 0.14
H 4.9943 2.0430 3.6529 0.24 -0.92 -0.10
H 2.0924 2.7338 3.4365 -0.15 0.33 -0.24
H 3.5089 3.2792 2.4221 -0.26 0.34 0.20
H 3.3196 3.7741 4.1924 -0.16 0.57 -0.52
H 2.4131 0.5048 3.5350 -0.09 -0.09 0.34
H 3.9124 -0.1351 3.8029 -0.54 -1.08 -0.22
C 3.8806 2.3544 -4.5978 -0.93 -0.70 -1.03
O 3.4123 0.9925 -4.3325 1.23 0.84 -0.49
C 4.4748 0.0926 -4.1033 1.86 0.52 1.23
C 4.1857 -1.3617 -4.0924 -0.49 -1.82 -0.28
C 5.4074 -2.2176 -3.7609 0.61 0.29 2.11
N 3.8412 -1.7748 -5.4247 -0.75 0.04 -1.76
H 4.5406 2.4854 -5.4553 0.75 -0.99 -0.03
H 4.3515 2.8861 -3.7710 -0.43 -0.25 0.38
H 3.0201 2.8508 -5.0464 -0.39 0.29 0.98
H 5.3023 0.1767 -4.8077 -0.10 0.48 -0.82
H 5.0289 0.2676 -3.1811 -0.36 0.69 0.78
H 3.3653 -1.6296 -3.4266 -0.10 0.23 0.20
H 6.3176 -1.6332 -3.8952 0.22 -0.23 -0.49
H 5.4611 -3.2116 -4.2050 -0.22 0.38 -0.80
H 5.4618 -2.5254 -2.7167 -0.20 0.46 0.47
H 3.8581 -0.9415 -5.9952 -0.52 0.02 -0.45
H 4.5862 -2.3390 -5.8078 -0.10 -0.18 -0.07
C -8.7324 -5.9779 4.0575 -0.56 -1.21 0.48
O -7.6801 -5.8543 3.1387 -0.08 0.15 -0.93
C -7.7653 -6.6426 1.9125 -0.71 0.20 1.68
C -7.1193 -5.9381 0.7420 -0.47 0.58 2.43
N -7.4341 -4.4768 0.9101 0.47 -0.49 -3.20
C -6.5692 -3.8165 -0.0964 -0.32 -0.44 0.86
C -6.6673 -2.3035 -0.0051 -0.60 -0.82 -0.59
O -6.1595 -1.7912 1.2220 0.34 0.24 -0.57
C -4.7582 -1.6644 1.4168 0.51 0.26 0.26
H -8.7225 -6.9594 4.5315 0.68 -0.18 0.64
H -9.7704 -6.0370 3.7299 -0.09 0.70 -1.30
H -8.7345 -5.1913 4.8120 0.59 0.00 -0.15
H -8.8180 -6.7623 1.6562 -0.23 0.01 0.18
H -7.3631 -7.6328 2.1269 0.18 -0.13 -0.18
H -7.5774 -6.4756 -0.0882 -0.37 1.00 -0.67
H -6.0683 -6.2004 0.6206 0.50 0.47 0.41
H -7.1698 -3.9399 1.7237 -0.06 -1.37 1.05
H -6.7841 -4.2413 -1.0770 -0.22 0.47 -0.18
H -5.5778 -4.1797 0.1743 0.79 0.45 -0.44
H -7.7276 -2.0515 -0.0264 -0.12 0.04 0.39
H -6.3272 -1.9244 -0.9688 0.97 0.70 0.33
H -4.4461 -0.6447 1.6427 -0.63 0.46 0.06
H -4.0760 -1.8894 0.5970 -0.50 -0.65 -0.45
H -4.4497 -2.2280 2.2973 -0.08 -0.38 -0.10
C 8.0606 1.2125 -0.0773 -0.85 0.07 -0.51
O 6.6175 1.2608 -0.3696 1.57 -1.67 0.79
C 6.0522 2.5432 -0.3827 2.51 0.31 2.08
C 4.5649 2.5285 -0.3727 0.23 1.05 -2.81
N 4.1232 3.9553 -0.4863 0.48 -0.08 0.19
C 2.7111 4.0699 -0.3162 -0.88 -1.50 0.28
C 2.0348 5.1052 -1.1482 -0.81 0.74 -1.14
O 2.0342 4.7408 -2.5527 1.54 -0.66 -0.25
C 1.1991 5.5709 -3.3366 -1.23 -0.41 1.17
H 8.6243 1.0781 -1.0005 -0.14 -0.18 -0.15
H 8.3084 0.4046 0.6112 -0.41 -0.36 -0.32
H 8.5200 2.0746 0.4062 -0.73 0.61 0.03
H 6.6232 3.0454 -1.1636 -1.09 0.78 -0.71
H 6.4136 3.0302 0.5229 -0.14 0.44 0.38
H 4.0533 1.9181 0.3715 0.35 0.51 0.54
H 4.3834 2.0260 -1.3229 -0.92 -0.33 -0.28
H 4.1640 4.3027 -1.4338 1.32 -0.47 -0.46
H 2.4862 4.0618 0.7503 -0.52 0.61 -0.03
H 2.2758 3.1539 -0.7157 -0.56 -0.47 0.15
H 2.4496 6.1131 -1.1353 0.13 0.18 0.60
H 0.9793 5.1256 -0.8768 -0.12 0.23 0.46
H 1.3874 5.7341 -4.3978 1.19 -0.20 0.20
H 1.0974 6.5104 -2.7935 -0.23 0.38 -0.44
H 0.2439 5.0461 -3.3544 -0.57 0.32 0.12
C -2.9534 -5.0945 -7.6993 1.03 1.09 0.32
O -2.1272 -4.7594 -6.5632 -0.10 -0.45 0.37
C -1.8769 -3.3698 -6.3665 -0.52 0.48 0.16
C -1.1195 -3.0972 -5.0648 -0.78 -1.71 0.10
N -1.9846 -3.1765 -3.8855 0.26 0.33 -0.81
C -2.8061 -2.0252 -3.7339 -0.65 1.23 2.25
C -3.7286 -2.2118 -2.5064 -0.60 1.35 -0.85
O -4.9983 -2.4613 -3.0593 -1.83 -1.17 0.54
C -5.2482 -3.8261 -3.4204 -0.16 1.09 -0.11
H -2.2482 -5.0384 -8.5286 -0.51 -0.29 -0.57
H -3.7570 -4.3715 -7.8393 0.00 0.29 0.01
H -3.4438 -6.0648 -7.6216 0.57 -0.11 0.39
H -2.8683 -2.9199 -6.3133 -0.09 0.59 -0.12
H -1.2894 -2.8435 -7.1188 -0.08 -0.54 -0.86
H -0.5926 -2.1442 -5.1120 0.18 -0.21 0.12
H -0.4985 -3.9824 -4.9273 0.93 0.43 -0.33
H -2.6621 -3.8802 -4.1423 0.23 -0.79 0.34
H -3.5110 -1.7353 -4.5132 -0.02 -0.45 -0.55
H -2.3091 -1.0704 -3.5622 1.06 -0.27 -0.04
H -3.8661 -1.2473 -2.0176 0.10 0.27 0.02
H -3.4813 -2.8710 -1.6743 0.49 -0.65 -0.45
H -6.2345 -3.8778 -3.8816 -0.02 0.24 -0.03
H -5.2954 -4.4696 -2.5419 0.55 -0.19 -0.06
H -4.5287 -4.1163 -4.1860 0.05 -0.54 0.15
C 1.1162 -11.1718 0.0738 -0.48 1.04 1.20
O 0.1334 -10.1853 0.6247 1.33 -0.41 -0.75
C -0.2644 -9.1577 -0.3075 -0.80 -1.10 -1.28
C -1.1358 -8.0129 0.2117 1.45 0.71 1.37
N -0.3765 -6.7818 0.6858 -1.87 -1.42 -1.47
C 0.2837 -6.1445 -0.4751 1.47 0.52 3.00
C 1.3772 -5.2605 0.1916 0.46 -0.76 -0.58
O 2.1715 -6.0622 1.0656 1.02 0.06 0.74
C 3.4261 -5.4454 1.5112 -1.47 0.28 -0.78
H 0.8000 -11.9470 -0.6242 -1.04 0.38 -0.21
H 1.4604 -11.7243 0.9481 0.02 0.23 0.08
H 1.9793 -10.7004 -0.3962 -0.06 0.46 0.13
H -0.9376 -9.6840 -0.9842 -0.02 -0.07 -0.60
H 0.5617 -8.7898 -0.9160 0.34 -0.10 0.23
H -1.7212 -8.4876 0.9992 -0.20 0.50 0.35
H -1.8251 -7.6242 -0.5379 0.08 -0.45 -0.25
H 0.2842 -7.0640 1.3957 0.37 0.13 -0.22
H -0.3412 -5.4609 -1.0499 -0.38 -0.35 -0.01
H 0.8265 -6.8536 -1.1001 -0.18 -0.02 -0.35
H 0.9686 -4.4464 0.7903 -0.16 0.29 -0.39
H 2.0006 -4.9581 -0.6498 0.21 0.80 0.09
H 4.1235 -5.4700 0.6738 0.35 -0.27 0.22
H 3.7851 -5.8861 2.4412 -0.07 -0.60 -0.44
H 3.2972 -4.3931 1.7645 -0.38 0.26 -0.11
C -3.6423 1.9692 4.4702 0.26 0.61 0.90
O -4.0048 0.9566 5.4212 -0.52 1.23 -0.38
C -3.9328 -0.3580 4.9454 1.17 -0.35 -0.09
C -2.5392 -0.9237 5.3133 -1.15 2.32 -1.53
N -1.4433 -0.1111 4.5976 -0.40 -2.65 1.53
C -0.2085 -0.4225 5.3217 1.13 0.30 -0.06
C 0.1360 0.4606 6.5277 0.51 -2.17 -0.01
O 0.3847 1.7765 6.2275 -0.77 1.52 0.49
C -0.1992 2.6606 7.2186 0.23 -0.85 -1.25
H -4.4414 2.6541 4.1868 -0.68 -0.59 -0.14
H -3.1138 1.6309 3.5789 -0.23 -0.39 -0.01
H -2.9794 2.6579 4.9939 0.45 -0.07 0.12
H -4.1473 -0.3439 3.8768 0.22 -0.36 -0.13
H -4.6562 -1.0176 5.4246 -0.36 0.37 0.19
H -2.6369 -1.9767 5.0493 1.09 -0.09 -0.20
H -2.4915 -0.7909 6.3942 0.26 -0.25 0.17
H -1.5714 0.8891 4.6557 -0.42 -0.05 0.26
H 0.6371 -0.4742 4.6359 0.16 0.49 -0.27
H -0.1717 -1.4280 5.7408 -0.65 -0.25 -0.13
H 1.0425 0.0641 6.9849 0.43 -0.42 -0.03
H -0.5920 0.2489 7.3109 -0.65 0.72 0.03
H -1.2777 2.5240 7.1395 -0.25 0.68 -0.14
H 0.2033 3.6278 6.9173 -0.49 0.17 0.55
H 0.0208 2.3629 8.2438 0.65 0.14 0.03